[1]
{
  "formula": "C25H41F3O2P2Ru",
  "method": "wB97M-V/def2-TZVPD",
  "symbols": ["Ru", "C", "C", "C", "C", "C", "C", "H", "H", "H", "C", "H", "H", "H", "C", "H", "H", "H", "C", "H", "H", "H", "C", "H", "H", "H", "C", "C", "C", "C", "C", "C", "C", "C", "H", "H", "H", "H", "H", "H", "H", "H", "H", "H", "H", "H", "P", "C", "C", "P", "C", "C", "C", "H", "H", "H", "H", "H", "H", "H", "H", "H", "H", "H", "H", "H", "H", "F", "C", "F", "F", "C", "O", "O"],
  "coordinates": [[-0.68, -1.90, -1.47], [0.23, 0.83, -1.29], [-0.25, -0.09, -2.30], [-2.04, 0.71, -1.00], [-0.86, 1.29, -0.54], [-1.74, -0.22, -2.06], [1.59, 1.40, -1.19], [2.28, 0.88, -1.86], [1.98, 1.34, -0.16], [1.59, 2.47, -1.46], [-0.83, 2.41, 0.45], [0.21, 2.71, 0.66], [-1.31, 2.13, 1.40], [-1.37, 3.28, 0.05], [-3.38, 1.19, -0.64], [-3.50, 2.25, -0.88], [-3.58, 1.09, 0.44], [-4.17, 0.64, -1.16], [-2.70, -0.62, -3.10], [-2.44, -0.16, -4.06], [-3.70, -0.28, -2.82], [-2.73, -1.70, -3.22], [0.37, -0.40, -3.60], [-0.06, 0.19, -4.41], [0.16, -1.45, -3.83], [1.45, -0.28, -3.55], [2.93, -2.08, 2.52], [3.89, -2.17, 1.38], [3.59, -1.16, 0.24], [2.87, -2.24, -0.56], [2.91, -3.24, 0.61], [1.94, -3.03, 1.74], [1.83, -3.94, 2.95], [2.91, -3.11, 3.66], [4.49, -0.74, -0.25], [3.53, -2.54, -1.41], [2.89, -0.32, 0.49], [3.87, -3.61, 3.74], [2.47, -1.09, 2.72], [4.93, -2.48, 1.56], [2.60, -2.67, 4.60], [0.85, -3.85, 3.43], [1.00, -2.57, 1.39], [2.08, -4.97, 2.78], [1.87, -1.94, -0.97], [0.55, -2.50, -2.41], [2.31, -4.68, -0.37], [3.02, -5.97, 0.72], [3.14, -5.07, -1.92], [-0.66, -3.94, -1.49], [0.52, -5.01, -0.50], [-0.66, -4.61, -3.19], [-2.22, -4.67, -0.83], [2.31, -6.31, 1.48], [3.92, -5.59, 1.21], [3.31, -6.84, 0.12], [3.32, -6.15, -1.96], [4.11, -4.57, -2.00], [2.53, -4.80, -2.79], [-2.06, -5.71, -0.52], [-2.99, -4.64, -1.61], [-2.54, -4.08, 0.03], [0.14, -5.02, 0.54], [0.44, -6.04, -0.89], [-1.69, -4.55, -3.58], [-0.31, -5.64, -3.23], [-0.02, -3.98, -3.82], [-1.08, -0.18, 3.87], [-1.83, -0.73, 2.88], [-2.46, -1.82, 3.37], [-2.78, 0.19, 2.53], [-0.95, -1.06, 1.63], [-1.39, -1.94, 0.82], [0.13, -0.43, 1.51]],
  "orbital_gap_ev": [7.88, 6.43],
  "spin_multiplicity": 5,
  "charge": 2,
  "homo_energy_ev": [-14.14, -14.81],
  "s_squared": 6.020
}

***

[2]
{
  "formula": "C24H27ClNO5S",
  "method": "wB97M-V/def2-TZVPD",
  "symbols": ["O", "S", "O", "Cl", "C", "C", "C", "C", "C", "C", "N", "C", "C", "C", "O", "C", "H", "H", "H", "H", "H", "H", "H", "H", "H", "H", "H", "H", "H", "H", "H", "H", "H", "H", "H", "C", "C", "C", "C", "C", "C", "C", "O", "C", "C", "C", "C", "C", "C", "C", "O", "H", "H", "H", "H", "H", "H", "H", "H"],
  "coordinates": [[3.05, -3.93, 2.73], [2.36, -2.72, 3.00], [2.35, -2.17, 4.31], [0.39, -3.11, 2.50], [2.84, -1.48, 1.79], [3.25, -0.12, 2.39], [2.14, 0.93, 2.28], [0.89, 0.46, 3.04], [-0.12, 1.57, 3.38], [-0.81, 1.31, 4.73], [-2.22, 1.07, 4.39], [-2.49, 1.11, 3.14], [-3.80, 0.73, 2.58], [-3.71, -0.74, 2.12], [-3.71, -0.76, 0.70], [-1.30, 1.54, 2.36], [3.68, -1.95, 1.28], [2.01, -1.34, 1.09], [4.12, 0.22, 1.83], [3.54, -0.22, 3.43], [1.91, 1.09, 1.22], [2.49, 1.86, 2.72], [0.37, -0.30, 2.46], [1.24, 0.00, 3.97], [0.30, 2.57, 3.32], [-0.44, 0.38, 5.18], [-0.69, 2.06, 5.51], [-2.92, 0.85, 5.10], [-4.58, 0.85, 3.33], [-4.04, 1.36, 1.72], [-2.78, -1.20, 2.49], [-4.54, -1.32, 2.53], [-3.41, -1.63, 0.42], [-1.13, 0.89, 1.50], [-1.54, 2.53, 1.94], [-2.10, -2.62, -2.81], [-2.34, -2.66, -4.18], [-1.62, -1.85, -5.04], [-0.66, -0.98, -4.54], [-0.43, -0.93, -3.16], [-1.14, -1.75, -2.31], [0.56, 0.02, -2.58], [0.75, 0.07, -1.38], [1.29, 0.93, -3.51], [2.18, 1.86, -2.99], [2.88, 2.69, -3.85], [2.69, 2.60, -5.22], [1.79, 1.68, -5.74], [1.09, 0.84, -4.89], [0.11, -0.12, -5.48], [-0.05, -0.20, -6.67], [-2.66, -3.26, -2.14], [-3.09, -3.33, -4.57], [-1.79, -1.88, -6.11], [-0.93, -1.71, -1.25], [2.33, 1.91, -1.92], [3.57, 3.42, -3.45], [3.24, 3.26, -5.89], [1.63, 1.60, -6.81]],
  "orbital_gap_ev": 8.24,
  "charge": 1,
  "homo_energy_ev": -11.76
}

***

[3]
{
  "formula": "C4H6O",
  "method": "wB97M-V/def2-TZVPD",
  "symbols": ["C", "C", "C", "C", "O", "H", "H", "H", "H", "H", "H"],
  "coordinates": [[1.78, -0.28, -0.27], [2.98, -0.01, 0.10], [-0.63, 0.31, -0.51], [-1.86, -0.30, 0.13], [0.55, -0.14, -0.06], [3.87, -0.48, -0.23], [3.20, 0.64, 0.96], [-0.69, 1.13, -1.18], [-2.45, 0.14, 0.94], [-1.42, -1.36, 0.50], [-2.63, -0.49, -0.66]],
  "orbital_gap_ev": [8.19, 8.23],
  "homo_energy_ev": [-7.55, -7.70]
}

***

[4]
{
  "formula": "C36H67F2N4O7",
  "method": "wB97M-V/def2-TZVPD",
  "symbols": ["C", "C", "C", "O", "N", "C", "F", "C", "C", "O", "C", "C", "C", "C", "C", "C", "C", "C", "C", "C", "N", "C", "F", "C", "C", "C", "C", "C", "C", "C", "O", "H", "H", "H", "H", "H", "H", "H", "H", "H", "H", "H", "H", "H", "H", "H", "H", "H", "H", "H", "H", "H", "H", "H", "H", "H", "H", "H", "H", "H", "H", "H", "H", "H", "H", "H", "H", "H", "C", "O", "C", "C", "N", "C", "C", "O", "C", "H", "H", "H", "H", "H", "H", "H", "H", "H", "H", "H", "H", "H", "H", "H", "C", "O", "C", "C", "N", "C", "C", "O", "C", "H", "H", "H", "H", "H", "H", "H", "H", "H", "H", "H", "H", "H", "H", "H"],
  "coordinates": [[-3.38, -1.06, -7.92], [-1.86, -0.87, -8.16], [-1.17, -1.33, -6.86], [0.26, -1.06, -6.92], [0.78, -1.15, -5.66], [1.07, -0.04, -4.88], [0.89, 1.19, -5.25], [1.59, -0.56, -3.74], [2.07, 0.25, -2.55], [1.99, 1.64, -2.80], [1.97, 2.37, -1.61], [2.71, 2.02, -0.50], [2.65, 2.74, 0.69], [3.49, 2.20, 1.86], [1.86, 3.88, 0.78], [1.12, 4.23, -0.34], [1.15, 3.49, -1.50], [0.28, 3.88, -2.71], [-0.49, 5.19, -2.53], [-0.79, 2.73, -2.89], [1.61, -1.95, -3.86], [2.09, -2.99, -2.93], [3.41, -3.25, -3.26], [1.87, -2.66, -1.46], [1.73, -3.89, -0.53], [1.10, -2.29, -5.06], [0.91, -3.65, -5.67], [-0.39, -4.41, -5.17], [-0.04, -5.73, -4.41], [-0.77, -5.77, -3.04], [-1.34, -7.08, -2.93], [-3.97, -0.97, -8.84], [-3.49, -2.05, -7.45], [-3.68, -0.33, -7.16], [-1.59, 0.18, -8.35], [-1.49, -1.50, -8.98], [-1.59, -0.71, -6.04], [-1.40, -2.39, -6.71], [1.40, 0.02, -1.70], [3.10, -0.04, -2.26], [3.35, 1.13, -0.52], [4.36, 1.71, 1.38], [2.88, 1.40, 2.33], [3.78, 2.97, 2.58], [1.87, 4.42, 1.73], [0.50, 5.13, -0.24], [0.84, 3.91, -3.66], [0.18, 6.04, -2.32], [-1.04, 5.47, -3.44], [-1.24, 5.16, -1.72], [-1.74, 2.99, -2.42], [-0.95, 2.50, -3.95], [-0.45, 1.79, -2.42], [1.52, -3.90, -3.16], [1.05, -1.94, -1.31], [2.77, -2.13, -1.12], [1.98, -3.50, 0.47], [0.74, -4.34, -0.57], [2.53, -4.62, -0.76], [1.79, -4.24, -5.39], [0.88, -3.63, -6.77], [-0.99, -4.67, -6.05], [-0.98, -3.72, -4.55], [1.03, -5.84, -4.22], [-0.35, -6.58, -5.04], [-0.04, -5.58, -2.23], [-1.61, -5.06, -3.02], [-1.77, -7.14, -2.06], [-2.83, 2.41, 6.23], [-3.58, 2.31, 5.04], [-4.60, 3.30, 4.92], [-4.26, 4.31, 3.84], [-3.15, 5.16, 4.23], [-2.58, 5.95, 3.14], [-1.97, 5.21, 1.96], [-0.78, 4.50, 2.26], [-0.98, 3.21, 2.82], [-2.22, 1.51, 6.33], [-2.15, 3.27, 6.21], [-3.48, 2.48, 7.11], [-4.81, 3.79, 5.87], [-5.51, 2.77, 4.61], [-5.14, 4.93, 3.64], [-4.03, 3.74, 2.92], [-2.41, 4.58, 4.61], [-1.80, 6.57, 3.59], [-3.35, 6.64, 2.77], [-1.67, 5.97, 1.22], [-2.69, 4.56, 1.45], [-1.88, 2.73, 2.44], [-1.01, 3.27, 3.91], [-0.12, 2.59, 2.56], [0.59, -4.02, 7.13], [0.34, -2.63, 7.04], [1.47, -1.82, 7.33], [2.00, -1.14, 6.08], [2.62, -2.10, 5.18], [2.89, -1.58, 3.84], [1.70, -1.11, 3.00], [0.83, -2.14, 2.57], [-0.15, -2.55, 3.51], [-0.37, -4.53, 7.09], [1.20, -4.38, 6.30], [1.07, -4.27, 8.08], [2.25, -2.38, 7.85], [1.12, -1.04, 8.02], [2.74, -0.39, 6.37], [1.15, -0.62, 5.61], [2.01, -2.90, 5.08], [3.39, -2.38, 3.29], [3.61, -0.76, 3.93], [2.11, -0.68, 2.08], [1.13, -0.30, 3.48], [-0.49, -1.73, 4.14], [0.23, -3.37, 4.12], [-1.01, -2.93, 2.95]],
  "orbital_gap_ev": 7.70,
  "charge": 1,
  "homo_energy_ev": -10.15
}

***

[5]
{
  "formula": "C9H8N2",
  "method": "wB97M-V/def2-TZVPD",
  "symbols": ["C", "C", "C", "C", "C", "C", "C", "C", "C", "H", "H", "H", "H", "H", "H", "H", "H", "N", "N"],
  "coordinates": [[-2.27, 1.47, -0.85], [-2.12, 2.40, 0.18], [-1.17, 2.21, 1.06], [-0.36, 0.32, -0.05], [-1.35, 0.46, -0.93], [0.73, -0.69, -0.01], [2.09, -0.58, -0.34], [2.65, -1.89, -0.32], [1.61, -2.70, 0.06], [-2.96, 1.32, -1.56], [-2.93, 3.23, 0.28], [-0.93, 3.07, 2.08], [-1.53, -0.43, -1.53], [2.56, 0.39, -0.56], [3.69, -2.22, -0.54], [1.82, -3.87, 0.51], [-0.60, -2.33, 0.45], [-0.19, 1.29, 0.95], [0.47, -2.03, 0.20]],
  "orbital_gap_ev": 8.63,
  "homo_energy_ev": -8.04
}

***

[6]
{
  "formula": "C23H22BrN5O3",
  "method": "wB97M-V/def2-TZVPD",
  "symbols": ["C", "O", "C", "C", "C", "C", "C", "N", "N", "C", "N", "C", "C", "N", "C", "C", "C", "C", "Br", "C", "C", "C", "O", "C", "C", "C", "N", "C", "C", "O", "C", "C", "H", "H", "H", "H", "H", "H", "H", "H", "H", "H", "H", "H", "H", "H", "H", "H", "H", "H", "H", "H", "H", "H"],
  "coordinates": [[6.06, 2.21, -0.25], [5.31, 1.22, -0.60], [3.86, 1.28, -0.47], [3.24, 2.35, -0.23], [1.79, 2.54, 0.10], [0.94, 1.39, -0.02], [-0.37, 1.81, -0.08], [-1.23, 0.60, -0.16], [-2.48, 0.60, -0.10], [-3.03, -0.50, -0.48], [-4.31, -0.96, -0.54], [-5.11, 0.10, -0.10], [-4.73, 1.23, 0.14], [-5.82, 2.09, 0.43], [-6.88, 1.61, 0.36], [-8.23, 1.78, 0.34], [-9.22, 0.82, 0.61], [-8.87, -0.47, 0.03], [-10.34, -1.84, -0.16], [-7.66, -0.77, -0.08], [-6.48, 0.00, 0.15], [-3.24, 1.63, 0.19], [-2.77, 2.72, 0.42], [1.60, 0.33, -0.68], [2.94, 0.22, -0.79], [3.63, -1.17, -1.09], [3.25, -1.93, -0.04], [3.78, -1.73, 1.14], [5.42, -2.28, 1.19], [5.67, -3.45, 0.81], [5.12, -3.76, -0.22], [3.71, -3.64, -0.38], [7.17, 1.82, -0.50], [6.02, 3.10, -1.12], [6.00, 2.49, 0.80], [3.85, 3.44, 0.07], [1.43, 3.62, 0.29], [-0.90, 2.70, 0.30], [-2.27, -1.26, -0.76], [-5.57, 3.08, 0.64], [-8.63, 2.84, 0.70], [-10.31, 0.90, 0.51], [-7.42, -1.84, -0.19], [1.01, -0.73, -0.74], [3.11, -1.31, -2.24], [4.75, -0.97, -1.29], [3.68, -0.66, 1.55], [3.32, -2.41, 2.15], [5.79, -1.88, 2.35], [5.81, -1.31, 0.79], [5.38, -4.74, -0.40], [5.67, -3.13, -1.19], [3.28, -3.74, -1.36], [3.27, -4.05, 0.20]],
  "orbital_gap_ev": 6.95,
  "smiles": "COc1ccc(/C=N/n2cnc3c([nH]c4ccc(Br)cc43)c2=O)cc1CN1CCOCC1",
  "homo_energy_ev": -7.91
}

***

[7]
{
  "formula": "C3H4Br2FeN3O7P2",
  "method": "wB97M-V/def2-TZVPD",
  "symbols": ["Fe", "O", "P", "O", "O", "O", "P", "O", "O", "O", "H", "H", "Br", "C", "Br", "H", "H", "N", "C", "N", "C", "N"],
  "coordinates": [[-0.15, 1.57, -0.88], [-0.17, 4.52, 1.48], [0.02, 2.98, 1.92], [-0.32, 2.78, 3.33], [-0.70, 2.17, 0.85], [1.60, 2.80, 1.63], [2.46, 1.66, 0.86], [3.84, 2.44, 0.63], [2.68, 0.47, 1.69], [1.81, 1.48, -0.51], [-0.30, 5.05, 2.27], [3.74, 3.13, -0.04], [2.09, -3.03, -0.46], [1.05, -1.77, 0.55], [-0.49, -1.15, -0.45], [1.68, -0.93, 0.83], [0.65, -2.28, 1.42], [-0.89, 1.76, -2.69], [-1.34, 1.82, -3.77], [-1.73, 1.82, -4.98], [-2.97, 2.13, -5.32], [-4.03, 2.39, -5.71]],
  "orbital_gap_ev": [9.18, 8.94],
  "spin_multiplicity": 5,
  "charge": -1,
  "homo_energy_ev": [-6.72, -6.54],
  "s_squared": 6.009
}

***

[8]
{
  "formula": "C4H5AgO5",
  "method": "wB97M-V/def2-TZVPD",
  "symbols": ["O", "C", "C", "O", "O", "C", "Ag", "H", "H", "H", "H", "O", "C", "O", "H"],
  "coordinates": [[1.56, 0.60, -0.26], [2.21, -0.50, -0.06], [-0.28, 0.01, 0.37], [3.44, -0.41, 0.18], [1.52, -1.57, 0.20], [0.10, -1.41, -0.05], [3.45, 1.53, -0.48], [-0.63, 0.61, -0.48], [0.02, 0.24, 1.39], [-0.08, -1.57, -1.12], [-0.40, -2.17, 0.55], [-4.16, -0.40, 1.01], [-3.08, 0.05, 0.33], [-2.04, -0.24, 1.00], [-4.95, -0.15, 0.52]],
  "orbital_gap_ev": [9.12, 5.97],
  "spin_multiplicity": 2,
  "charge": 1,
  "homo_energy_ev": [-13.15, -13.13],
  "s_squared": 0.754
}

***

[9]
{
  "formula": "C5H8N2O2",
  "method": "wB97M-V/def2-TZVPD",
  "symbols": ["C", "N", "C", "O", "H", "H", "H", "C", "N", "C", "C", "O", "H", "H", "H", "H", "H"],
  "coordinates": [[2.16, -0.85, 0.86], [1.10, -0.23, 0.10], [1.03, 0.19, -1.09], [1.54, 0.78, -1.97], [2.05, -0.56, 1.91], [2.07, -1.93, 0.81], [3.15, -0.55, 0.51], [-0.84, -0.60, 0.26], [-1.42, 0.01, 1.39], [-1.12, 0.21, -1.12], [-1.49, 1.50, -1.23], [-0.87, -1.82, 0.14], [-1.58, -0.66, 2.13], [-1.08, 0.91, 1.69], [-1.54, -0.46, -1.87], [-2.03, 1.89, -2.08], [-1.14, 2.18, -0.47]],
  "orbital_gap_ev": 8.65,
  "homo_energy_ev": -9.32
}

***

[10]
{
  "formula": "CrH44O22",
  "method": "wB97M-V/def2-TZVPD",
  "symbols": ["Cr", "O", "H", "H", "O", "H", "H", "O", "H", "H", "O", "H", "H", "O", "H", "H", "O", "H", "H", "O", "H", "H", "O", "H", "H", "O", "H", "H", "O", "H", "H", "O", "H", "H", "O", "H", "H", "O", "H", "H", "O", "H", "H", "O", "H", "H", "O", "H", "H", "O", "H", "H", "O", "H", "H", "O", "H", "H", "O", "H", "H", "O", "H", "H", "O", "H", "H"],
  "coordinates": [[0.36, -0.20, 0.02], [1.12, -0.08, 4.17], [0.58, 0.25, 4.89], [2.02, 0.10, 4.44], [-3.30, 0.01, -4.51], [-4.24, 0.05, -4.37], [-2.92, 0.17, -3.65], [1.19, -1.46, -3.92], [1.66, -1.35, -4.74], [1.09, -2.41, -3.82], [-0.30, 1.02, 1.70], [-0.42, 0.71, 2.59], [-0.46, 1.96, 1.75], [-3.95, -0.75, -0.94], [-4.30, -0.81, -0.05], [-4.35, -1.49, -1.40], [2.69, 2.55, 2.42], [3.58, 2.25, 2.57], [2.44, 2.98, 3.24], [3.74, 0.22, -1.73], [4.32, 0.62, -2.38], [4.18, 0.37, -0.89], [-1.10, 1.80, -3.83], [-1.36, 2.72, -3.78], [-1.17, 1.58, -4.75], [-1.53, 0.74, -0.56], [-2.43, 0.40, -0.56], [-1.62, 1.68, -0.71], [3.73, -0.62, 1.65], [4.46, -1.10, 1.25], [3.71, -0.91, 2.56], [-2.22, -0.96, 1.84], [-3.12, -0.68, 2.00], [-1.91, -1.28, 2.69], [0.54, 0.19, -1.95], [1.07, -0.25, -2.61], [-0.08, 0.72, -2.45], [-1.12, 3.33, 2.36], [-0.54, 3.71, 3.03], [-1.68, 4.06, 2.10], [0.55, -1.50, 1.89], [0.73, -2.43, 2.05], [0.52, -1.11, 2.76], [-2.36, -2.77, -2.84], [-3.16, -2.54, -3.32], [-2.10, -3.62, -3.20], [1.93, 4.36, 0.38], [2.46, 5.15, 0.28], [2.37, 3.86, 1.07], [-1.03, -2.68, 3.90], [-1.42, -3.43, 3.46], [-1.45, -2.67, 4.76], [-1.64, -4.16, 0.62], [-1.37, -5.04, 0.37], [-2.59, -4.15, 0.47], [1.88, 1.20, 0.20], [2.04, 1.96, -0.36], [2.42, 1.35, 0.97], [-0.83, -1.85, -0.60], [-1.19, -2.44, 0.06], [-1.32, -2.05, -1.40], [1.94, -1.61, -0.46], [2.85, -1.33, -0.32], [2.01, -2.37, -1.04], [0.04, 2.98, -0.97], [0.52, 3.67, -0.51], [-0.12, 3.35, -1.84]],
  "orbital_gap_ev": [7.64, 9.07],
  "spin_multiplicity": 4,
  "charge": 3,
  "homo_energy_ev": [-18.01, -18.01],
  "s_squared": 3.763
}